{
  "formula": "C6H8N2O2P",
  "method": "ωB97M-V with the def2-TZVPD basis set",
  "orbital_gap_ev": [6.46, 6.46],
  "e_above_lowest_kcal_mol": 97.2,
  "charge": -1,
  "symbols": ["N", "H", "C", "H", "C", "H", "C", "C", "O", "H", "H", "H", "C", "H", "P", "H", "O", "N", "C"],
  "positions_angstrom": [[0.0983, 1.4301, -0.8969], [-3.7439, 0.5114, 1.0333], [-0.8138, -1.3728, 1.3128], [3.1575, -1.0712, 0.1544], [-0.7129, 0.5286, -0.0957], [-2.5606, 1.6617, -0.3912], [-0.0599, -0.5036, 0.5500], [-2.7688, 0.1639, 1.0348], [3.5709, 1.4820, -0.3747], [-2.6658, -1.7069, 2.3577], [1.0458, 1.0133, -0.9253], [-0.3049, 1.5894, -1.7898], [-2.0499, 0.9379, 0.1462], [2.0655, -1.5628, -0.8943], [2.7487, 0.5386, -1.1677], [-0.3376, -2.3120, 1.7852], [2.5552, 0.7420, -2.5794], [2.8983, -1.0598, -0.8298], [-2.1222, -1.0097, 1.5706]],
  "nbo_charge": [-0.7500, 0.1952, -0.2871, 0.3962, 0.0651, 0.1849, -0.4102, -0.2659, -1.0469, 0.1732, 0.2406, 0.3592, -0.2662, 0.4190, 2.3065, 0.1815, -1.0713, -1.1596, -0.2639]
}


{
  "formula": "C6H8N2O3S",
  "method": "ωB97M-V with the def2-TZVPD basis set",
  "orbital_gap_ev": 9.05,
  "e_above_lowest_kcal_mol": 47.6,
  "charge": 0,
  "symbols": ["C", "N", "S", "C", "H", "O", "C", "H", "H", "O", "C", "N", "H", "H", "C", "H", "C", "O", "H", "H"],
  "positions_angstrom": [[-0.7463, -0.3770, 0.0493], [1.5266, -1.1365, -0.6465], [-2.0373, 0.6804, -0.6051], [-3.1162, -0.5184, -0.0386], [2.4461, 1.3445, 1.1356], [0.5031, 2.2309, -0.8482], [-2.4440, -1.6422, 0.3535], [-2.9459, -2.4671, 0.7680], [1.1528, -1.9987, -0.5277], [1.6494, 0.8224, -2.2308], [0.6589, -0.0128, -0.2338], [-1.1144, -1.5015, 0.4803], [1.9558, -0.1999, -2.0660], [2.3740, -0.9580, -0.1161], [0.8878, 1.0960, -1.1509], [0.1992, 2.2324, 0.7869], [1.3942, 0.9052, 1.4180], [0.4254, 1.8457, 1.6559], [1.3789, 0.2500, 2.1912], [-4.1481, -0.5955, -0.3751]],
  "nbo_charge": [0.0795, -0.8411, 0.4255, -0.4508, 0.1624, -0.6348, -0.0492, 0.2070, 0.3954, -0.6721, -0.0803, -0.4476, 0.5151, 0.3820, 0.7643, 0.5040, 0.0445, -0.7194, 0.1713, 0.2442]
}


{
  "formula": "C6H8N2O4S2",
  "method": "ωB97M-V with the def2-TZVPD basis set",
  "orbital_gap_ev": [6.98, 6.72],
  "e_above_lowest_kcal_mol": 21.5,
  "charge": 0,
  "symbols": ["N", "C", "N", "H", "O", "C", "O", "H", "C", "S", "H", "H", "O", "C", "S", "H", "O", "H", "H", "C", "H", "C"],
  "positions_angstrom": [[4.3082, -0.7063, -0.7149], [-0.3773, 1.2311, 0.3517], [3.6687, -1.1256, -1.8228], [-2.9680, 2.9597, 1.8274], [3.8096, -0.1224, 1.9936], [-3.0448, 1.1177, 1.0949], [1.6791, 2.8610, -0.2777], [3.4803, -2.2034, -1.5295], [-1.1429, 0.1793, -0.0733], [1.3708, 1.4152, -0.2458], [4.7690, 0.2252, -0.7426], [-4.0584, 1.2420, 1.4778], [2.4619, -1.7213, 0.7115], [-0.9647, 2.2864, 1.0148], [3.1292, -0.4312, 0.7392], [-2.9897, -0.8177, -0.0694], [1.4324, 0.7020, -1.5122], [-0.2199, 3.0778, 1.3490], [2.7118, -0.5696, -2.0442], [-2.2517, 2.2568, 1.3922], [-0.5036, -0.5619, -0.5962], [-2.4534, 0.0845, 0.4062]],
  "nbo_charge": [-0.5080, -0.2718, -0.6008, 0.2330, -0.8603, -0.1739, -0.8473, 0.3830, -0.1912, 1.7931, 0.3718, 0.2266, -0.9027, -0.1952, 1.7926, 0.2313, -0.9636, 0.2465, 0.4226, -0.2193, 0.2497, -0.2161]
}


{
  "formula": "C6H8N3O2",
  "method": "ωB97M-V with the def2-TZVPD basis set",
  "orbital_gap_ev": 8.25,
  "e_above_lowest_kcal_mol": 122.2,
  "charge": 1,
  "symbols": ["O", "H", "O", "N", "H", "H", "C", "C", "C", "C", "H", "H", "N", "C", "H", "C", "N", "H", "H"],
  "positions_angstrom": [[-4.1268, 1.6179, 0.4338], [2.7184, 0.3291, 0.9469], [-5.4817, -0.5198, 0.1558], [-4.4149, -0.0579, 0.1519], [1.0458, -1.7256, 0.0667], [2.5078, 0.5258, -0.8024], [-0.2466, 1.1747, -0.2618], [2.0384, 0.7667, 0.1758], [-1.9997, -0.4432, -0.0575], [-1.5645, 0.8170, -0.3136], [-1.2414, -2.5444, 0.0886], [-3.3511, -1.7282, -0.0470], [0.6703, 0.2316, 0.0913], [-0.9698, -1.4510, -0.0714], [2.0768, 1.8069, 0.1394], [0.2950, -1.0541, 0.0957], [-3.3075, -0.7512, -0.0497], [-0.0532, 2.2879, -0.2423], [-2.2946, 1.4908, -0.7294]],
  "nbo_charge": [-0.5097, 0.2561, -0.1661, 0.5661, 0.2361, 0.2342, 0.1021, -0.4258, 0.2517, -0.2383, 0.2644, 0.4107, -0.2561, -0.2395, 0.2417, 0.0797, -0.3762, 0.2690, 0.2999]
}


{
  "formula": "C6H8N3O4S",
  "method": "ωB97M-V with the def2-TZVPD basis set",
  "smiles": "CN1C=C=N[C@]1(C)[S@@](=O)([O-])=NC(=O)O",
  "orbital_gap_ev": [6.75, 6.75],
  "e_above_lowest_kcal_mol": 63.6,
  "charge": -1,
  "symbols": ["H", "C", "N", "S", "H", "C", "O", "H", "H", "N", "C", "O", "O", "H", "N", "H", "H", "C", "C", "H", "C", "O"],
  "positions_angstrom": [[-1.2657, -0.9794, 2.5313], [-0.3261, -1.2845, 2.0738], [1.0152, 1.5393, 0.1082], [-0.7998, -0.2365, -0.9193], [1.3124, -1.9054, -0.1355], [0.7358, 2.1463, 1.2535], [-0.9466, -1.6949, -0.7388], [0.4557, -1.6556, 2.7805], [2.4496, -1.0524, 0.9236], [0.1381, -0.0362, 1.4933], [-0.6954, 1.0241, -3.1904], [-1.7629, 1.7847, -2.8262], [-1.8932, 0.5694, -0.4114], [-0.2195, 1.3549, 3.0927], [-0.4282, -0.0698, -2.3941], [2.2373, -0.7387, -0.9578], [-0.5084, -1.9074, 1.1856], [0.8024, 0.1762, 0.2201], [1.7334, -0.9478, -0.0425], [-2.1375, 1.5641, -1.9719], [0.1901, 1.0965, 2.1128], [-0.0865, 1.2530, -4.1876]],
  "nbo_charge": [0.2195, -0.4505, -0.4797, 2.2570, 0.2483, -0.1689, -1.0035, 0.1989, 0.1857, -0.3079, 0.8884, -0.7286, -0.9981, 0.2005, -1.0136, 0.2541, 0.2824, 0.0814, -0.6282, 0.5041, 0.0877, -0.6290]
}


{
  "formula": "C6H8N3S",
  "method": "ωB97M-V with the def2-TZVPD basis set",
  "orbital_gap_ev": 7.80,
  "e_above_lowest_kcal_mol": 29.5,
  "charge": 1,
  "symbols": ["H", "H", "N", "C", "H", "H", "C", "N", "C", "H", "H", "N", "H", "C", "S", "H", "C", "C"],
  "positions_angstrom": [[0.3877, -0.4390, 2.1230], [-0.8273, -1.5654, 1.6889], [-1.5167, 2.0605, -0.6469], [-2.4776, 1.0696, -0.5409], [-3.5493, 1.3408, -0.4837], [-2.1101, -1.2148, -0.5720], [-0.3868, 1.5018, -0.6010], [0.1493, -1.3434, 1.7446], [-1.8373, -0.1494, -0.6068], [0.8320, -1.9727, 2.1056], [0.2383, -1.8775, -0.3870], [-0.5049, 0.0336, -0.5913], [2.6057, -0.9906, -0.6543], [2.2080, 0.9878, -0.5210], [1.1231, 2.3123, -0.3817], [3.2686, 1.3971, -0.6340], [0.5409, -0.8080, -0.4602], [1.8562, -0.3426, -0.5814]],
  "nbo_charge": [0.3885, 0.3992, -0.4002, -0.0159, 0.2595, 0.2378, 0.1671, -1.0282, -0.0879, 0.4018, 0.2693, -0.3645, 0.2506, -0.2615, 0.5881, 0.2855, 0.2534, -0.3426]
}


{
  "formula": "C6H8N4",
  "method": "ωB97M-V with the def2-TZVPD basis set",
  "smiles": "N#C[C@@]12CNC[C@@H]1CN=N2",
  "orbital_gap_ev": 9.63,
  "e_above_lowest_kcal_mol": 59.0,
  "charge": 0,
  "symbols": ["N", "H", "C", "H", "H", "C", "H", "N", "C", "C", "H", "N", "C", "C", "H", "N", "H", "H"],
  "positions_angstrom": [[-1.5021, -1.1435, 0.4306], [-0.3292, -1.7198, -2.2142], [0.5177, 1.2215, -0.6928], [1.2889, -0.8714, -0.9814], [1.5808, 1.4415, -0.5688], [-0.1359, -0.6702, 0.6564], [0.1011, 1.8565, -1.6208], [1.3056, -2.3527, 2.0404], [-0.2251, 0.6445, 1.4942], [-0.6559, -0.8333, -1.6879], [0.5144, 0.6853, 2.3097], [-0.0241, 1.7057, 0.5404], [0.3737, -0.2745, -0.7293], [0.6324, -1.6309, 1.3977], [-0.9750, -0.1533, -2.4610], [-1.8007, -1.0795, -0.7834], [-1.2451, 0.7593, 1.9205], [0.5788, 2.4149, 0.9497]],
  "nbo_charge": [-0.0837, 0.2272, -0.2140, 0.2467, 0.1887, -0.1073, 0.2002, -0.2932, -0.1959, -0.2936, 0.2022, -0.6303, -0.2655, 0.2871, 0.2225, -0.0829, 0.2209, 0.3708]
}


{
  "formula": "C6H8N4",
  "method": "ωB97M-V with the def2-TZVPD basis set",
  "smiles": "c1c[nH]cn1.c1c[nH]cn1",
  "orbital_gap_ev": 9.34,
  "e_above_lowest_kcal_mol": 19.0,
  "charge": 0,
  "symbols": ["C", "H", "N", "N", "N", "H", "H", "C", "N", "H", "H", "H", "H", "C", "H", "C", "C", "C"],
  "positions_angstrom": [[-0.8205, 0.4092, 2.0117], [0.4032, 0.1546, -1.0008], [-0.4456, 0.9734, 0.8122], [-1.5748, -0.6217, -4.5850], [-3.0675, -2.2979, -4.5810], [-1.1381, 0.2283, -4.9503], [-0.5047, -1.8433, 2.4886], [-2.6830, -1.1686, -5.1211], [0.0397, -1.1835, 0.5886], [-0.7461, 1.9023, 0.5064], [-3.2606, -0.6666, -5.8974], [-0.4043, -1.1542, -2.8531], [-2.4282, -3.0485, -2.7026], [-1.2034, -1.4319, -3.5404], [-1.2125, 0.9966, 2.8420], [-0.4081, -0.9567, 1.8619], [0.0000, 0.0000, 0.0000], [-2.1590, -2.4082, -3.5426]],
  "nbo_charge": [-0.1313, 0.1897, -0.5167, -0.5313, -0.4477, 0.4193, 0.2151, 0.1641, -0.4544, 0.4200, 0.1891, 0.2210, 0.2117, -0.1274, 0.2248, -0.0933, 0.1474, -0.1001]
}


{
  "formula": "C6H8N4",
  "method": "ωB97M-V with the def2-TZVPD basis set",
  "orbital_gap_ev": [7.74, 7.00],
  "e_above_lowest_kcal_mol": 188.5,
  "charge": 0,
  "symbols": ["H", "N", "H", "N", "H", "H", "H", "C", "C", "C", "H", "N", "C", "H", "C", "H", "N", "C"],
  "positions_angstrom": [[-0.8657, 2.4920, 0.2812], [-0.9276, -0.0761, -0.2247], [-0.1406, 2.8936, -1.2248], [-0.2143, 2.1734, -0.4742], [-1.1689, -2.0610, 1.3745], [-2.7546, 1.3908, -0.5598], [-2.5436, 0.6875, -2.1664], [2.1885, -0.6721, 0.3134], [-0.0138, -0.3183, 0.6572], [0.9309, -2.5406, 0.9197], [0.8733, -3.6584, 1.0834], [-0.8908, 1.0343, -1.1102], [1.3008, 0.2214, 0.6796], [1.5275, 1.2591, 0.7072], [1.8352, -1.9961, 0.1147], [3.2037, -0.4454, 0.0835], [-2.1446, 1.3325, -1.4482], [-0.1955, -1.7168, 0.9938]],
  "nbo_charge": [0.3304, -0.2472, 0.3764, -0.6858, 0.2346, 0.3246, 0.3800, -0.3065, 0.1129, -0.3350, 0.2304, 0.0097, -0.2258, 0.2520, 0.1180, 0.2301, -0.6654, -0.1334]
}


{
  "formula": "C6H8N4OS",
  "method": "ωB97M-V with the def2-TZVPD basis set",
  "s_squared": 2.03,
  "orbital_gap_ev": [6.57, 7.92],
  "multiplicity": 3,
  "charge": 0,
  "symbols": ["H", "H", "N", "H", "H", "C", "S", "H", "N", "H", "C", "H", "C", "C", "C", "N", "O", "C", "N", "H"],
  "positions_angstrom": [[0.8601, -1.6765, 1.2226], [-2.4206, -2.8509, 1.1038], [-3.5034, 0.4099, -1.2452], [-0.4929, -0.3024, -0.9722], [-3.1762, 1.2790, 1.7942], [4.0318, 0.6172, -0.3461], [3.2986, -0.8456, 0.3054], [5.0402, 0.6603, -0.2855], [-1.7851, -1.2365, 0.2203], [-3.7845, -0.4763, -1.6774], [1.7191, -0.1588, 0.1336], [0.9061, 1.7352, -0.6361], [1.7940, 1.1064, -0.4416], [3.1058, 1.5287, -0.6865], [0.5733, -1.0128, 0.5108], [-0.5970, -0.8475, -0.0788], [-1.7280, -2.2717, 1.2569], [-3.4441, 0.6723, -0.0823], [-3.7544, 1.1205, 0.9977], [3.3572, 2.5495, -1.0934]],
  "nbo_charge": [0.2098, 0.4758, -0.7492, 0.4032, 0.3987, -0.3688, 0.3890, 0.2192, 0.0692, 0.4113, -0.2694, 0.2240, -0.2884, -0.2471, 0.0091, -0.4520, -0.5966, 0.6674, -0.7370, 0.2317]
}


{
  "formula": "C6H8NO",
  "method": "ωB97M-V with the def2-TZVPD basis set",
  "orbital_gap_ev": [7.89, 7.88],
  "e_above_lowest_kcal_mol": 109.2,
  "charge": 1,
  "symbols": ["C", "C", "H", "H", "H", "O", "C", "H", "H", "H", "H", "C", "H", "N", "C", "C"],
  "positions_angstrom": [[1.3147, -2.1661, 0.0417], [0.1516, -1.2003, 0.0043], [-1.5459, 1.2906, 1.0662], [1.6381, -2.3441, 1.0674], [-0.9629, 1.4679, -1.7763], [-0.9463, -1.6406, -0.3512], [1.4115, 0.7969, 0.7482], [-0.5886, 2.6553, -0.5588], [-1.5735, -0.0643, -0.2670], [2.2262, -1.8651, -0.3981], [0.9793, -3.0294, -0.3799], [0.2781, 0.1663, 0.4011], [-2.2235, 2.2658, -0.7840], [-1.0502, 0.8040, 0.2216], [2.0917, 1.0478, 1.7310], [-1.2004, 1.8154, -0.7661]],
  "nbo_charge": [-0.6983, 0.5067, 0.4875, 0.2720, 0.2407, -0.4626, -0.3610, 0.2373, 0.4908, 0.2639, 0.2580, 0.2311, 0.2580, -0.5918, 0.3135, -0.4457]
}


{
  "formula": "C6H8NO2S",
  "method": "ωB97M-V with the def2-TZVPD basis set",
  "orbital_gap_ev": 8.08,
  "e_above_lowest_kcal_mol": 38.7,
  "charge": 1,
  "symbols": ["H", "H", "C", "C", "C", "H", "C", "C", "C", "O", "O", "N", "H", "H", "H", "S", "H", "H"],
  "positions_angstrom": [[-4.0668, -0.1936, -0.3018], [-2.5928, -0.2103, -1.1716], [1.9649, -0.9385, 0.3514], [0.1348, 0.8275, 0.0481], [-3.0100, -0.5942, -0.3268], [4.5847, 0.8191, -0.9439], [-2.2392, -0.1987, 0.9051], [3.6872, 0.4315, -0.5756], [2.4708, 1.0064, -0.5602], [-0.8471, -0.3939, 0.9898], [-0.2959, 1.7789, -0.4555], [1.4340, 0.2417, -0.0187], [2.2987, 1.8804, -1.0194], [1.3946, -1.6944, 0.7125], [-2.5160, 0.8549, 1.0049], [3.6203, -1.0759, 0.1672], [-3.2105, -1.6351, -0.4865], [-2.8118, -0.9058, 1.6812]],
  "nbo_charge": [0.2353, 0.1996, -0.0459, 0.9420, -0.6406, 0.2874, -0.0944, -0.4149, 0.0293, -0.5786, -0.4028, -0.3866, 0.2535, 0.2772, 0.1878, 0.7162, 0.2156, 0.2201]
}